The following is a quantum chemistry calculation of a cluster of 28 separate species, C9H72NO28 in total, from OMol25.

```
110
Properties=species:S:1:pos:R:3:lowdin_charge:R:1
C 19.741 -5.146 12.031 -0.021
C 21.031 -5.956 12.273 -0.459
C 21.754 -5.412 13.511 -0.126
C 21.080 -5.817 14.818 -0.155
C 21.079 -7.338 14.849 -0.122
C 20.392 -7.982 13.639 -0.477
N 20.858 -7.408 12.390 -0.201
O 20.368 -8.085 11.271 -0.236
C 18.872 -7.891 13.836 -0.002
C 20.781 -9.456 13.762 -0.030
C 21.926 -5.638 11.066 -0.041
H 18.950 -5.685 11.504 0.057
H 19.922 -4.223 11.477 0.080
H 19.291 -4.838 12.982 0.050
H 21.685 -4.319 13.401 0.104
H 22.835 -5.560 13.435 0.118
H 20.091 -5.362 14.781 0.083
H 21.675 -5.414 15.631 0.080
H 20.487 -7.662 15.703 0.079
H 22.080 -7.701 15.025 0.097
H 18.552 -8.301 14.793 0.055
H 18.228 -8.374 13.100 0.082
H 18.552 -6.842 13.810 0.074
H 20.264 -9.884 14.631 0.069
H 21.818 -9.669 14.034 0.069
H 20.455 -10.069 12.924 0.065
H 22.503 -4.720 11.224 0.038
H 21.431 -5.515 10.101 0.067
H 22.713 -6.376 10.882 0.067
O 19.950 -1.533 10.943 -0.078
H 20.786 -1.604 11.446 -0.011
H 20.224 -1.237 10.068 0.024
O 19.033 -8.197 17.805 -0.054
H 18.786 -7.263 17.685 0.037
H 19.784 -8.337 17.207 0.023
O 20.557 -13.118 11.417 -0.078
H 20.595 -12.952 12.363 0.013
H 20.164 -12.304 11.053 0.008
O 17.469 -7.436 10.321 -0.071
H 18.287 -7.390 10.852 -0.012
H 17.462 -6.613 9.819 -0.005
O 16.455 -4.722 12.829 -0.058
H 17.278 -5.149 13.092 -0.014
H 16.671 -4.277 11.994 -0.002
O 17.023 -9.385 16.231 -0.076
H 17.824 -9.124 16.740 0.017
H 16.425 -9.742 16.898 0.060
O 15.546 -7.388 14.250 -0.051
H 14.796 -7.815 14.675 0.027
H 16.300 -7.625 14.804 -0.007
O 18.098 -5.065 16.986 -0.047
H 18.554 -4.578 17.683 0.046
H 18.753 -5.133 16.277 0.009
O 18.521 -10.674 11.550 -0.067
H 17.936 -10.988 12.260 0.006
H 18.786 -9.783 11.825 -0.011
O 20.141 -11.941 16.485 -0.044
H 19.631 -12.227 17.252 0.060
H 19.595 -12.175 15.722 0.060
O 24.534 -7.306 16.551 -0.090
H 24.389 -7.619 15.630 -0.010
H 23.911 -7.820 17.083 0.015
O 21.038 -7.965 8.565 -0.078
H 20.331 -8.525 8.231 0.056
H 21.283 -8.360 9.421 -0.008
O 21.096 -5.252 18.062 -0.051
H 21.933 -5.249 17.581 0.028
H 21.121 -6.065 18.583 0.044
O 20.962 -10.310 9.228 -0.058
H 21.690 -10.874 9.508 0.051
H 21.047 -9.507 9.776 -0.014
O 17.193 -3.345 10.360 -0.058
H 17.712 -2.601 10.037 0.035
H 17.620 -4.125 9.969 0.008
O 16.708 -11.108 13.910 -0.060
H 15.800 -11.423 13.868 0.044
H 16.766 -10.607 14.749 0.003
O 23.344 -6.164 8.142 -0.056
H 23.302 -5.503 7.444 0.048
H 22.560 -6.729 8.038 0.017
O 22.201 -1.198 12.659 -0.057
H 23.038 -1.668 12.702 0.034
H 21.673 -1.569 13.394 0.018
O 24.974 -8.228 13.882 -0.067
H 25.916 -8.073 13.753 0.056
H 24.548 -7.858 13.078 0.034
O 22.033 -9.918 16.793 -0.073
H 22.746 -10.173 16.198 0.040
H 21.481 -10.722 16.880 0.001
O 25.198 -7.839 9.689 -0.092
H 24.502 -8.233 10.247 -0.018
H 24.683 -7.126 9.293 -0.024
O 18.902 -5.230 8.754 -0.049
H 19.610 -5.674 9.251 0.022
H 18.862 -5.702 7.917 0.058
O 21.026 -2.194 15.181 -0.048
H 21.415 -2.903 15.704 0.037
H 20.071 -2.286 15.324 0.023
O 22.344 -2.225 8.994 -0.056
H 23.120 -1.735 9.283 0.038
H 22.269 -2.955 9.625 0.016
O 24.198 -4.076 11.118 -0.057
H 24.857 -4.780 11.109 0.063
H 24.182 -3.773 12.031 0.041
O 18.261 -3.174 14.867 -0.066
H 17.559 -3.742 15.215 0.034
H 17.951 -2.918 13.986 0.055
O 23.376 -8.622 11.609 -0.083
H 22.533 -8.110 11.496 0.034
H 23.163 -9.324 12.234 0.050
```

Output
LUMO level, eV: 1.54
HOMO, Ha: -0.142
ΔE to the lowest compared entry with this formula, charge and spin, kJ/mol: 216.0
Total charge: -1

=====

The following is a quantum chemistry calculation of a structure of composition C9H7Cl2GaNO3Yb, from OMol25.

```
24
Properties=species:S:1:pos:R:3:lowdin_spin:R:1
Yb -0.148 -1.168 -4.829 0.942
Ga -0.220 -1.735 -0.997 0.016
Cl -1.512 0.786 -4.811 0.055
Cl 0.946 -0.540 -2.540 0.010
C -1.312 -2.526 0.253 0.008
C -0.303 -0.257 -7.101 0.006
C 0.307 -2.580 -7.016 0.001
O -1.949 -2.955 1.155 0.003
O -0.410 -0.294 -8.259 -0.001
O 0.360 -3.048 -8.065 0.000
C 0.412 2.172 4.687 -0.001
C 0.321 1.312 3.462 -0.003
C 1.481 0.785 2.856 -0.016
C 1.353 0.024 1.693 -0.004
N 0.170 -0.212 1.096 -0.006
C -0.931 0.217 1.711 -0.007
C -0.910 1.027 2.863 0.000
H 0.858 1.629 5.525 -0.001
H 1.133 2.970 4.495 0.000
H -0.564 2.594 4.970 0.000
H 2.479 0.896 3.267 -0.001
H 2.189 -0.385 1.132 0.000
H -1.861 -0.059 1.195 0.000
H -1.890 1.347 3.257 0.000
```

Output
LUMO level (spin up / spin down), eV: -18.46 / -18.37
2S+1: 2
HOMO (spin up / spin down), Ha: -0.800 / -0.803
ΔE to the lowest compared entry with this formula, charge and spin, kJ/mol: 355.0
<S²>: 0.7598
Total charge: +4

=====

The following is a quantum chemistry calculation of a structure of composition C9H7ClKN2O5, from OMol25.

```
25
Properties=species:S:1:pos:R:3:lowdin_charge:R:1
K 1.465 -0.563 1.100 0.942
O 1.347 -1.534 -0.960 -0.259
N 0.338 -1.003 -1.457 -0.076
N 0.196 0.272 -1.201 -0.278
O 1.038 1.004 -0.499 -0.295
C -0.956 0.903 -1.789 -0.168
C -1.978 0.172 -2.391 -0.032
C -3.072 0.840 -2.917 -0.105
C -3.166 2.226 -2.843 -0.121
C -2.144 2.939 -2.233 -0.097
C -1.038 2.283 -1.703 -0.021
H -1.905 -0.905 -2.436 0.100
H -3.866 0.267 -3.381 0.094
H -4.029 2.739 -3.248 0.089
H -2.207 4.019 -2.159 0.095
H -0.236 2.808 -1.205 0.105
O 3.896 -0.834 0.607 -0.029
C 4.180 0.248 0.731 0.041
Cl 2.627 -4.045 3.572 0.499
C 1.758 -2.711 4.440 -0.478
C 1.573 -1.475 3.538 -0.824
O 0.427 -1.317 3.045 -0.170
O 2.591 -0.767 3.345 -0.131
H 2.364 -2.461 5.306 0.061
H 0.795 -3.108 4.738 0.059
```

Output
LUMO level, eV: 2.82
HOMO, Ha: -0.168
ΔE to the lowest compared entry with this formula, charge and spin, kJ/mol: 27.1
Total charge: -1

=====

The following is a quantum chemistry calculation of the molecule C9H7N2P, from OMol25.

```
19
Properties=species:S:1:pos:R:3:lowdin_charge:R:1
C -0.149 2.551 -0.082 -0.106
C 1.000 1.546 0.025 -0.568
P 2.674 1.946 0.071 1.050
C 3.030 -0.110 0.145 -0.343
C 4.242 -0.752 0.044 -0.304
N 5.260 -1.256 -0.140 0.148
N 1.801 -0.638 0.159 -0.069
C 1.682 -1.966 0.099 -0.039
C 0.461 -2.560 -0.125 -0.009
C -0.677 -1.695 -0.208 -0.051
C -0.568 -0.336 -0.114 -0.010
C 0.706 0.190 0.029 -0.287
H -0.795 1.967 -0.795 0.080
H 0.194 3.471 -0.425 0.037
H -0.742 2.873 0.758 0.077
H 2.548 -2.431 0.384 0.102
H 0.594 -3.573 -0.332 0.092
H -1.561 -2.237 -0.191 0.081
H -1.410 0.367 -0.105 0.119
```

Output
LUMO level (spin up / spin down), eV: -0.38 / -0.38
HOMO (spin up / spin down), Ha: -0.288 / -0.288
ΔE to the lowest compared entry with this formula, charge and spin, kJ/mol: 118.2

=====

The following is a quantum chemistry calculation of the molecule C9H7N3O, from OMol25.

```
20
Properties=species:S:1:pos:R:3:lowdin_charge:R:1
C -0.078 -1.745 -1.758 -0.148
C 0.451 -2.152 -0.582 0.002
C 0.474 -1.387 0.627 -0.311
N 0.522 -1.929 1.831 0.103
C 0.575 -0.908 2.710 -0.142
C 0.582 0.292 2.049 -0.044
N 0.523 -0.019 0.722 0.032
C 0.547 0.865 -0.408 -0.188
O 0.300 2.202 -0.025 0.002
C -0.886 2.571 -0.565 -0.070
C -1.470 1.635 -1.329 0.018
C -0.623 0.473 -1.314 -0.220
N -0.801 -0.615 -1.941 0.117
H -0.097 -2.412 -2.607 0.103
H 0.806 -3.163 -0.472 0.107
H 0.614 -1.096 3.765 0.095
H 0.640 1.305 2.389 0.113
H 1.527 0.805 -0.914 0.185
H -1.206 3.569 -0.325 0.131
H -2.400 1.708 -1.853 0.114
```

Output
LUMO level, eV: -0.05
HOMO, Ha: -0.292
ΔE to the lowest compared entry with this formula, charge and spin, kJ/mol: 10.0

=====

The following is a quantum chemistry calculation of a structure of composition C9H7N4P, from OMol25.

```
21
Properties=species:S:1:pos:R:3:lowdin_spin:R:1
C -0.067 -4.716 1.567 -0.001
C 0.612 3.720 -1.170 0.126
C 1.495 3.154 -0.298 0.000
C -0.541 3.024 -1.629 -0.012
C 1.294 1.806 0.124 0.136
C -0.639 1.713 -1.332 0.076
C 0.261 1.064 -0.477 0.058
C 0.004 -0.291 -0.025 0.427
C -1.207 -4.037 1.116 0.003
N 0.805 -5.341 1.951 -0.004
N 0.684 -0.723 1.086 -0.036
N 0.404 -1.899 1.447 0.273
N -0.491 -2.419 0.594 0.257
P -1.143 -1.490 -0.573 0.680
H 0.864 4.815 -1.407 0.005
H 2.134 3.876 0.082 -0.003
H -1.287 3.458 -2.132 -0.004
H 2.031 1.520 0.849 0.006
H -1.521 0.992 -1.636 0.008
H -1.692 -4.530 0.162 0.001
H -1.999 -3.696 1.701 0.003
```

Output
LUMO level (spin up / spin down), eV: 0.14 / -2.87
2S+1: 3
HOMO (spin up / spin down), Ha: -0.210 / -0.360
<S²>: 2.0518

=====

The following is a quantum chemistry calculation of a structure of composition C9H7NNdO4S, from OMol25.

```
23
Properties=species:S:1:pos:R:3:lowdin_spin:R:1
C -2.913 -0.315 1.808 0.000
S -2.002 -0.632 0.331 0.000
O -2.090 -1.985 -0.104 0.000
O -2.380 0.360 -0.661 0.000
C -0.260 -0.245 0.591 0.002
C 0.338 -0.010 1.797 0.000
C 1.661 0.375 1.883 0.004
C 2.454 0.575 0.753 0.001
C 1.873 0.327 -0.455 0.000
C 0.532 -0.109 -0.581 0.002
C 0.196 -0.358 -1.892 -0.005
O -0.773 -1.129 -2.257 -0.024
N 1.201 0.323 -2.750 -0.008
C 2.445 0.434 -1.810 -0.001
O 3.500 0.521 -2.248 -0.003
H -3.854 0.091 1.457 0.000
H -3.060 -1.222 2.379 0.000
H -2.391 0.435 2.390 0.000
H -0.222 -0.107 2.711 0.000
H 2.103 0.540 2.851 0.000
H 3.481 0.894 0.822 0.000
H 0.907 1.256 -3.081 0.000
Nd -0.745 -0.021 -3.934 3.033
```

Output
LUMO level (spin up / spin down), eV: -14.94 / -14.31
2S+1: 4
HOMO (spin up / spin down), Ha: -0.767 / -0.767
<S²>: 3.7555
Total charge: +3

=====

The following is a quantum chemistry calculation of a cluster of 2 separate species, C9H7NO in total, from OMol25.

```
18
Properties=species:S:1:pos:R:3:lowdin_charge:R:1
C -0.841 -1.915 -2.161 -0.116
C -1.615 -1.755 -0.999 -0.081
C -1.233 -0.881 0.025 -0.012
C -0.143 -0.020 -0.221 -0.196
C 0.624 -0.229 -1.334 -0.085
C 0.275 -1.123 -2.325 -0.097
C 0.226 0.866 0.811 -0.281
C 0.473 2.578 2.190 -0.090
C 1.373 1.569 2.560 -0.108
H -1.136 -2.697 -2.784 0.077
H -2.612 -2.480 -0.912 0.161
H -1.838 -0.627 0.886 0.118
H 1.555 0.407 -1.399 0.136
H 1.364 -1.052 -3.273 0.215
H 0.225 3.363 2.676 0.035
H 2.228 1.408 3.390 0.168
N -0.171 2.054 1.133 0.121
O 1.247 0.533 1.739 0.038
```

Output
LUMO level, eV: 0.83
HOMO, Ha: -0.330
ΔE to the lowest compared entry with this formula, charge and spin, kJ/mol: 345.3

=====

The following is a quantum chemistry calculation of a structure of composition C9H7NO2, from OMol25.

```
19
Properties=species:S:1:pos:R:3:lowdin_charge:R:1
C -2.039 2.580 -0.188 -0.071
C -1.143 1.378 0.155 -0.181
C -0.511 -0.856 -0.198 -0.188
C -0.860 -2.189 -0.575 -0.011
C 0.175 -3.027 -0.574 -0.117
C 1.330 -2.695 0.153 -0.095
C 1.816 -1.426 0.640 0.021
C 0.855 -0.517 0.275 -0.105
C 0.370 1.779 0.135 -0.455
H -1.366 3.342 -0.685 0.061
H -3.000 2.411 -1.180 0.172
H -2.572 3.026 0.774 0.100
H -1.693 -2.600 -1.037 0.100
H 0.163 -4.267 -0.638 0.176
H 2.168 -3.357 0.332 0.093
H 2.911 -1.165 0.983 0.170
N -1.398 0.144 -0.201 0.137
O 1.162 0.875 0.230 0.184
O 0.489 3.055 0.260 0.010
```

Output
LUMO level, eV: -0.69
HOMO, Ha: -0.327
ΔE to the lowest compared entry with this formula, charge and spin, kJ/mol: 542.6

=====

The following is a quantum chemistry calculation of the molecule C9H8, from OMol25.

```
17
Properties=species:S:1:pos:R:3:lowdin_charge:R:1
C 2.554 1.135 -0.158 -0.143
C 1.167 1.128 -0.120 -0.050
C 2.675 -1.237 -0.052 -0.097
C 1.296 -1.295 -0.288 -0.021
C 3.096 0.028 0.277 -0.008
C 0.508 -0.099 -0.091 -0.301
C -0.778 -0.186 0.213 0.048
C -2.055 -0.169 0.604 -0.159
C -3.307 0.139 -0.195 -0.122
H 3.058 2.186 -0.238 0.142
H 0.590 2.098 -0.086 0.137
H 3.521 -1.914 -0.244 0.112
H 0.730 -2.185 -0.081 0.103
H -2.257 -0.340 1.685 0.110
H -3.908 -0.823 -0.154 0.087
H -3.182 0.420 -1.277 0.079
H -3.707 1.114 0.206 0.083
```

Output
LUMO level (spin up / spin down), eV: -0.38 / -0.06
HOMO (spin up / spin down), Ha: -0.302 / -0.254
ΔE to the lowest compared entry with this formula, charge and spin, kJ/mol: 501.0

=====

The following is a quantum chemistry calculation of the molecule C9H8BFO, from OMol25.

```
20
Properties=species:S:1:pos:R:3:lowdin_charge:R:1
B 1.280 0.714 0.400 0.238
C -2.098 -0.944 1.524 -0.111
C -2.505 -1.680 0.424 -0.080
C -0.947 -0.217 1.600 -0.066
C -1.757 -1.536 -0.700 -0.052
C -0.096 0.004 0.469 -0.045
C -0.620 -0.732 -0.725 -0.051
C 2.595 2.931 0.556 0.035
C 2.522 1.619 0.299 -0.090
C 0.263 -0.632 -2.030 -0.543
O 1.240 0.207 -1.950 -0.091
F 0.616 -1.985 -2.337 -0.061
H -2.623 -1.363 2.447 0.131
H -3.498 -2.224 0.468 0.137
H -0.666 0.265 2.499 0.096
H -2.069 -2.162 -1.584 0.143
H 3.576 3.461 0.459 0.085
H 1.831 3.553 1.032 0.072
H 3.428 1.116 0.117 0.080
H -0.473 -0.394 -2.967 0.172
```

Output
LUMO level, eV: -1.39
HOMO, Ha: -0.312
ΔE to the lowest compared entry with this formula, charge and spin, kJ/mol: 284.5

=====

The following is a quantum chemistry calculation of the molecule C9H8Br2O2S, from OMol25.

```
22
Properties=species:S:1:pos:R:3:lowdin_charge:R:1
C 1.483 -0.951 2.040 -0.002
C 1.431 -1.097 0.726 -0.722
Br 1.624 -2.821 -0.127 0.722
C 1.048 -0.098 -0.205 -0.311
C 1.900 0.398 -1.269 0.001
C 1.420 1.423 -2.140 -0.091
C 0.142 1.843 -2.115 -0.078
C -0.680 1.357 -1.074 -0.087
C -0.198 0.513 -0.122 -0.241
S -1.453 0.184 1.220 0.682
O -2.433 1.238 1.114 -0.328
O -0.930 -0.124 2.547 -0.343
C -2.240 -1.417 0.721 -0.656
Br -2.874 -1.360 -1.058 0.745
H 1.125 -0.001 2.418 0.068
H 1.933 -1.703 2.762 0.108
H 2.975 0.039 -1.187 0.135
H 2.218 2.060 -2.738 0.151
H -0.239 2.362 -2.951 0.100
H -1.708 1.759 -0.916 0.119
H -2.996 -1.495 1.443 0.040
H -1.546 -2.109 0.909 -0.012
```

Output
LUMO level, eV: 0.10
HOMO, Ha: -0.341
ΔE to the lowest compared entry with this formula, charge and spin, kJ/mol: 47.8

=====

Table of max |F| (Eh/bohr), in record order: 0.043 0.226 0.034 0.131 0.025 0.129 0.102 0.171 0.240 0.112 0.075 0.091